<i>
The following is a DFT calculation (ωB97M-V/def2-TZVPD) of a 2-piece molecular cluster, C7H14O overall.

As for the SMILES: C=C(C)C/C=C/C.O. The LUMO energy comes out at 0.779 eV. The highest occupied orbital energy is -9.119 eV.

Last column: Mulliken charge in e.
Element x y z (Å)
C 0.952 2.041 0.455  -1.33
C 0.851 0.909 1.456  0.93
C 0.412 1.180 2.688  -1.00
C 1.279 -0.443 0.995  -1.25
C 0.414 -1.003 -0.117  -0.32
C -0.813 -1.441 0.103  -0.11
C -1.753 -1.859 -1.014  -0.81
H 0.039 2.640 0.475  0.36
H 1.682 2.803 0.726  0.36
H 1.116 1.638 -0.540  0.25
H -0.021 2.160 2.836  0.28
H 0.268 0.427 3.449  0.32
H 1.329 -1.108 1.869  0.42
H 2.325 -0.411 0.704  0.32
H 0.858 -0.935 -1.109  0.59
H -1.238 -1.551 1.096  0.38
H -1.499 -1.248 -1.889  0.06
H -2.798 -1.815 -0.736  0.34
H -1.426 -2.865 -1.322  0.27
H -0.417 0.331 -2.568  0.30
H -0.713 1.107 -3.894  0.31
O -1.035 0.419 -3.303  -0.66

---

<ii>
The following is a DFT calculation (ωB97M-V/def2-TZVPD) of a 2-piece molecular cluster, C7H14O overall.

As for the SMILES: C[C@H]1CO1.C=C(C)C. The LUMO energy comes out at 0.896 eV. The highest occupied orbital energy is -9.417 eV.

Last column: Mulliken charge in e.
Element x y z (Å)
C -2.333 0.407 -1.045  -0.35
C -2.233 0.011 0.315  0.55
C -3.147 -1.030 0.975  -1.11
C 1.884 1.551 -0.126  -1.24
C 2.229 -0.627 -1.331  -1.01
C 2.283 -0.536 1.045  -1.45
C 2.057 0.099 -0.263  1.10
O -2.860 1.249 -0.098  -0.44
H -1.388 0.707 -1.627  0.19
H -3.146 0.088 -1.787  0.20
H -3.135 -0.947 2.058  0.27
H -2.864 -2.025 0.740  0.28
H -4.020 -0.798 0.474  0.38
H 2.905 2.046 0.164  0.37
H 1.134 1.913 0.609  0.33
H 1.865 1.887 -1.261  0.30
H 2.209 -0.293 -2.360  0.29
H 2.564 -1.679 -1.212  0.24
H -1.082 0.071 0.532  0.00
H 1.515 -1.112 1.528  0.29
H 2.562 0.295 1.688  0.34
H 3.001 -1.275 0.982  0.46

---

Name the most stable of them. <i>.

---

<i>
The following is a DFT calculation (ωB97M-V/def2-TZVPD) of a 2-piece molecular cluster, C7H14O overall.

As for the SMILES: C/C=C/C=C/CC.O. The LUMO energy comes out at 0.699 eV. The highest occupied orbital energy is -8.387 eV.

Last column: Mulliken charge in e.
Element x y z (Å)
C -0.472 2.990 1.447  -1.13
C -0.993 1.527 1.477  -0.44
C -0.186 0.639 0.605  -0.22
C 0.699 -0.258 1.042  -0.39
C 1.418 -1.132 0.100  -0.51
C 0.963 -1.851 -0.915  0.04
C 1.886 -2.577 -1.843  -1.15
H 0.580 3.003 1.146  0.36
H -1.016 3.677 0.807  0.30
H -0.423 3.429 2.448  0.30
H -2.056 1.560 1.223  0.31
H -1.026 1.194 2.515  0.32
H -0.286 0.642 -0.474  0.28
H 0.938 -0.494 2.076  0.34
H 2.478 -1.230 0.352  0.27
H -0.075 -1.875 -1.233  0.41
H 2.724 -3.072 -1.344  0.32
H 2.322 -1.915 -2.598  0.24
H 1.399 -3.369 -2.417  0.34
H -2.590 0.242 -1.899  0.31
H -3.532 -0.827 -1.376  0.29
O -2.753 -0.304 -1.140  -0.60

---

<ii>
The following is a DFT calculation (ωB97M-V/def2-TZVPD) of a 2-piece molecular cluster, C7H14O overall.

As for the SMILES: C=CC(=C)CCC.O. The LUMO energy comes out at 0.765 eV. The highest occupied orbital energy is -8.807 eV.

Last column: Mulliken charge in e.
Element x y z (Å)
C 1.770 -0.574 -1.793  -1.02
C 0.313 -0.786 -2.000  -0.21
C -0.496 0.194 -1.068  -0.76
C -0.161 -0.110 0.417  0.34
C 0.913 0.321 1.136  -0.60
C -1.648 -2.032 0.863  -0.82
C -1.202 -0.822 1.207  -0.32
H 2.053 0.212 -2.603  0.29
H 2.367 -1.525 -1.833  0.23
H 2.117 -0.011 -0.939  0.29
H 0.115 -0.765 -3.112  0.36
H 0.133 -1.770 -1.461  0.13
H -1.519 0.138 -1.411  0.44
H -0.185 1.267 -1.396  0.30
H 1.594 1.206 0.953  0.27
H 1.035 -0.055 2.187  0.27
H -1.618 -2.685 0.028  0.28
H -2.371 -2.515 1.566  0.24
H -1.506 -0.358 2.269  0.26
H -0.572 2.481 1.006  0.30
H -0.038 3.819 1.442  0.28
O 0.183 2.927 1.341  -0.57

---

<iii>
The following is a DFT calculation (ωB97M-V/def2-TZVPD) of a 2-piece molecular cluster, C7H14O overall.

As for the SMILES: C=C/C=C(/C)CC.O. The LUMO energy comes out at 0.595 eV. The highest occupied orbital energy is -8.069 eV.

Last column: Mulliken charge in e.
Element x y z (Å)
C 1.368 2.682 0.048  -1.19
C -0.066 2.137 0.209  -0.30
C 0.028 0.709 -0.449  0.70
C -0.124 -0.457 0.256  -0.43
C -0.652 -0.666 1.559  -0.18
C -1.575 0.159 2.157  -0.80
C 0.130 0.736 -1.969  -1.48
H 1.460 3.273 -0.905  0.33
H 2.196 1.936 0.357  0.29
H 1.420 3.583 0.626  0.39
H -0.399 2.227 1.385  0.27
H -0.828 2.779 -0.319  0.26
H 0.212 -1.406 -0.332  0.16
H -0.419 -1.612 2.023  0.33
H -2.272 -0.175 2.996  0.22
H -1.881 1.095 1.798  0.31
H 0.539 1.659 -2.342  0.29
H -0.907 0.713 -2.091  0.38
H 0.499 -0.097 -2.448  0.46
H 0.436 -6.701 -0.171  0.31
H 0.588 -5.859 -1.298  0.31
O 0.249 -6.715 -1.089  -0.62

---

Name the most stable of them. <i>.

---

<i>
The following is a DFT calculation (ωB97M-V/def2-TZVPD) of a 4-piece molecular cluster, C7H12O3 overall.

The LUMO energy comes out at -0.648 eV. The highest occupied orbital energy is -9.535 eV.

Last column: Mulliken charge in e.
Element x y z (Å)
O -3.417 0.590 1.997  -0.64
C -3.565 0.077 0.846  0.21
H -4.253 0.535 0.110  0.37
O -2.700 -0.744 0.434  -0.57
C -0.584 -0.659 0.330  -0.46
C 0.946 -0.566 0.190  0.37
C 1.445 -1.021 -1.206  -0.82
C 1.789 0.265 -1.988  -0.60
C 1.881 1.315 -0.910  -0.47
C 1.456 0.856 0.272  -0.64
H -0.751 -1.735 0.151  0.27
H -0.912 -0.006 -0.500  0.32
H 1.383 -1.202 0.975  0.43
H 2.349 -1.631 -1.081  0.31
H 0.699 -1.639 -1.725  0.36
H 2.726 0.171 -2.557  0.36
H 1.008 0.534 -2.718  0.27
H 2.289 2.313 -1.080  0.42
H 1.539 1.401 1.214  0.41
H -2.134 0.373 2.516  0.53
O -0.732 -0.076 2.370  -0.73
H -0.463 0.848 2.361  0.31

---

<ii>
The following is a DFT calculation (ωB97M-V/def2-TZVPD) of a 2-piece molecular cluster, C7H12O3 overall.

As for the SMILES: O=C1CCC[C@H]2C[C@H]2O1.O. The LUMO energy comes out at 0.183 eV. The highest occupied orbital energy is -9.293 eV.

Last column: Mulliken charge in e.
Element x y z (Å)
O 2.321 0.645 -0.132  -0.68
C 2.033 -0.221 -0.979  0.56
C 2.139 -1.680 -0.640  -0.57
C 1.313 -2.679 -1.469  -0.55
C -0.199 -2.508 -1.305  -0.86
C -0.811 -1.482 -2.238  0.12
C -1.885 -0.563 -1.713  -0.76
C -0.553 -0.011 -2.108  0.16
O 1.039 0.200 -1.736  -0.39
H 3.203 -1.939 -0.695  0.35
H 1.873 -1.828 0.418  0.28
H 1.607 -2.616 -2.528  0.29
H 1.594 -3.685 -1.128  0.35
H -0.687 -3.475 -1.496  0.34
H -0.439 -2.263 -0.260  0.32
H -0.932 -1.832 -3.266  0.30
H -2.737 -0.314 -2.346  0.28
H -2.110 -0.634 -0.648  0.19
H -0.619 0.645 -2.982  0.27
O -0.482 1.822 -0.203  -0.69
H 0.612 1.647 0.122  0.40
H -0.539 2.617 -0.740  0.29

---

Name the most stable of them. <ii>.

---

<i>
The following is a DFT calculation (ωB97M-V/def2-TZVPD) of a 2-piece molecular cluster, C3H10S overall.

As for the SMILES: CSC.C. The LUMO energy comes out at 0.866 eV. The highest occupied orbital energy is -8.515 eV.

Last column: Mulliken charge in e.
Element x y z (Å)
C 0.232 1.810 -2.783  -1.01
H 1.252 2.123 -2.483  0.25
H -0.091 2.647 -3.414  0.28
H -0.439 1.846 -1.928  0.22
H 0.508 0.974 -3.411  0.26
C -1.461 -0.550 1.958  -0.77
S -0.194 -1.733 2.507  -0.07
C 1.136 -1.546 1.255  -0.85
H -1.597 -0.639 0.890  0.27
H -1.284 0.503 2.225  0.27
H -2.372 -0.866 2.467  0.28
H 0.826 -2.143 0.375  0.28
H 1.325 -0.530 0.879  0.27
H 2.159 -1.896 1.463  0.31

---

<ii>
The following is a DFT calculation (ωB97M-V/def2-TZVPD) of a 2-piece molecular cluster, C3H10S overall.

As for the SMILES: CCS.C. The LUMO energy comes out at 0.936 eV. The highest occupied orbital energy is -9.015 eV.

Last column: Mulliken charge in e.
Element x y z (Å)
C -0.329 3.318 0.680  -0.88
H 0.061 2.312 0.760  0.05
H 0.186 3.991 1.346  0.30
H -1.354 3.269 1.033  0.29
H -0.348 3.584 -0.376  0.23
C 1.439 -0.066 -0.641  -1.17
C -0.016 -0.420 -0.817  -0.29
S -0.501 -1.707 0.394  -0.25
H 2.061 -0.955 -0.512  0.37
H 1.708 0.605 0.175  0.31
H 1.844 0.386 -1.546  0.30
H -0.673 0.428 -0.692  0.28
H -0.185 -0.834 -1.806  0.34
H -1.810 -1.655 0.143  0.11

---

<iii>
The following is a DFT calculation (ωB97M-V/def2-TZVPD) of a 2-piece molecular cluster, C3H10S overall.

As for the SMILES: CCS.C. The LUMO energy comes out at 0.950 eV. The highest occupied orbital energy is -9.031 eV.

Last column: Mulliken charge in e.
Element x y z (Å)
C 2.523 -0.047 -0.536  -1.02
H 1.857 -0.440 -1.291  0.23
H 2.937 -0.875 0.043  0.27
H 3.382 0.443 -0.979  0.31
H 2.065 0.640 0.160  0.24
C -0.756 -0.711 0.352  -0.79
C -1.978 0.125 0.657  -0.54
S -2.490 1.161 -0.802  -0.25
H -0.879 -1.795 0.285  0.35
H -0.279 -0.420 -0.583  0.21
H 0.053 -0.633 1.096  0.27
H -1.896 0.842 1.453  0.35
H -2.877 -0.479 0.729  0.27
H -1.661 2.191 -0.583  0.11

---

Name the most stable of them. <ii>.